Below is C28H31N8O4PdS4 as an isolated structure, with properties calculated with ωB97M-V/def2-TZVPD.

Geometry as XYZ:
```
76
Properties=species:S:1:pos:R:3
Pd 0.185 0.363 0.697
C 7.530 -2.437 -0.031
C 6.553 -1.295 -0.059
C 6.990 0.031 -0.008
C 5.996 0.993 -0.045
N 4.707 0.702 -0.082
C 4.351 -0.611 -0.096
S 2.700 -1.030 -0.088
N 5.272 -1.610 -0.118
H 8.558 -2.078 -0.094
H 7.330 -3.114 -0.862
H 7.412 -3.003 0.893
H 8.038 0.287 0.054
H 6.242 2.053 -0.039
S 0.378 2.587 -0.143
C 1.076 2.191 1.376
N 2.438 1.933 1.467
C 3.144 2.015 2.606
C 2.573 2.365 3.790
C 1.186 2.669 3.780
C 0.471 2.600 2.628
H 2.947 1.623 0.630
H 4.197 1.785 2.516
H 3.155 2.433 4.697
H 0.707 2.992 4.697
H -0.560 2.921 2.600
S 1.832 -5.608 -0.129
C 0.960 -4.101 0.290
C 0.564 -3.245 -0.724
C -0.118 -2.087 -0.384
N -0.405 -1.752 0.881
C 0.001 -2.581 1.846
C 0.681 -3.763 1.604
C 0.443 -6.732 -0.024
C -0.126 -7.238 -1.185
C -1.176 -8.138 -1.064
N -1.665 -8.546 0.101
C -1.117 -8.046 1.205
C -0.067 -7.141 1.200
H 0.794 -3.467 -1.756
H -0.438 -1.396 -1.154
H -0.241 -2.292 2.862
H 0.991 -4.394 2.424
H 0.245 -6.934 -2.153
H -1.648 -8.557 -1.947
H -1.535 -8.401 2.141
H 0.354 -6.774 2.126
C -6.216 -0.239 5.599
C -7.404 -0.342 4.658
S -7.166 0.695 3.192
O -8.450 0.900 2.575
O -6.416 1.866 3.578
C -6.125 -0.279 2.089
C -5.694 0.646 0.949
N -4.523 0.153 0.255
C -3.252 0.582 0.454
N -2.406 0.040 -0.416
C -3.141 -0.768 -1.203
C -4.460 -0.738 -0.806
N -5.517 -1.526 -1.271
O -6.580 -1.522 -0.653
O -5.320 -2.200 -2.269
C -2.819 1.488 1.541
H -6.453 -0.670 6.571
H -5.957 0.809 5.735
H -5.345 -0.757 5.197
H -8.321 0.037 5.108
H -7.575 -1.351 4.283
H -6.703 -1.117 1.710
H -5.267 -0.613 2.674
H -5.454 1.626 1.358
H -6.521 0.758 0.252
H -2.724 -1.345 -2.011
H -3.531 1.555 2.365
H -2.621 2.484 1.141
H -1.857 1.088 1.888
```

Calculated values
net charge = -1
HOMO-LUMO gap = 0.178 Ha
maximum force = 0.0167 Eh/bohr
energy relative to the best compared isomer or geometry (same formula, charge and spin) = 60.2 kJ/mol
LUMO energy = 1.4915 eV
calculated total energy = -3545.1762 hartree

=====

Below is a 11-piece molecular cluster, C28H76BCl2O10 overall at a distorted geometry, with properties calculated with ωB97M-V/def2-TZVPD.

Geometry as XYZ:
```
117
Properties=species:S:1:pos:R:3
C 4.748 -0.933 -0.840
C 4.026 0.313 -0.332
C 3.496 1.207 -1.451
C 2.543 2.266 -0.917
C 1.101 1.775 -0.701
B 0.289 1.304 -2.093
C -0.465 -0.104 -1.831
Cl 0.540 -1.560 -1.881
C -1.739 -0.356 -1.558
C -2.327 -1.709 -1.284
Cl -2.889 0.962 -1.498
H 5.127 -0.757 -1.846
H 5.587 -1.210 -0.206
H 4.091 -1.796 -0.897
H 4.701 0.867 0.310
H 3.180 0.035 0.290
H 3.053 0.602 -2.238
H 4.378 1.696 -1.878
H 2.497 3.141 -1.553
H 2.944 2.576 0.048
H 1.134 0.938 0.006
H 0.517 2.561 -0.229
H 1.037 1.224 -3.058
H -0.542 2.165 -2.338
H -1.722 -2.183 -0.515
H -3.337 -1.644 -0.902
H -2.275 -2.346 -2.162
C 6.707 3.594 2.570
C 6.515 3.134 1.138
O 5.132 3.009 0.842
H 6.235 2.889 3.258
H 7.761 3.690 2.841
H 6.230 4.566 2.702
H 6.962 2.153 0.974
H 6.982 3.841 0.443
H 4.724 3.874 0.968
C 4.438 6.826 4.915
C 3.539 6.703 3.698
O 4.041 5.754 2.762
H 5.445 7.116 4.614
H 4.052 7.570 5.613
H 4.512 5.870 5.438
H 3.480 7.652 3.168
H 2.526 6.418 3.999
H 4.083 4.899 3.204
C 0.433 -3.889 1.736
C 1.894 -3.979 1.340
O 2.057 -4.392 -0.012
H -0.064 -4.852 1.598
H 0.330 -3.587 2.782
H -0.088 -3.159 1.113
H 2.414 -4.720 1.952
H 2.377 -3.011 1.485
H 1.601 -3.730 -0.543
C -5.908 -2.028 -3.203
C -6.718 -2.357 -1.965
O -5.950 -2.241 -0.769
H -5.038 -2.681 -3.280
H -6.515 -2.140 -4.103
H -5.539 -1.001 -3.154
H -7.077 -3.386 -1.997
H -7.590 -1.696 -1.900
H -5.623 -1.336 -0.718
C -8.025 -2.908 -7.832
C -8.423 -3.621 -6.554
O -8.738 -2.702 -5.511
H -7.171 -2.256 -7.647
H -7.757 -3.621 -8.612
H -8.846 -2.286 -8.199
H -7.594 -4.223 -6.185
H -9.278 -4.283 -6.734
H -9.472 -2.152 -5.797
C 5.449 -1.446 4.596
C 5.447 -1.436 3.077
O 4.389 -0.651 2.549
H 4.498 -1.824 4.974
H 6.255 -2.071 4.987
H 5.577 -0.434 4.989
H 5.302 -2.443 2.688
H 6.406 -1.062 2.698
H 4.501 0.256 2.850
C -1.279 -3.303 5.717
C 0.069 -3.633 6.331
O 0.669 -2.499 6.953
H -1.176 -2.509 4.978
H -1.711 -4.179 5.230
H -1.976 -2.952 6.482
H 0.768 -3.965 5.565
H -0.036 -4.438 7.068
H 0.073 -2.192 7.642
C 1.835 7.420 -1.640
C 0.996 6.237 -1.185
O 1.783 5.226 -0.579
H 2.602 7.089 -2.342
H 1.218 8.179 -2.126
H 2.344 7.882 -0.790
H 0.504 5.766 -2.034
H 0.219 6.570 -0.486
H 2.220 5.603 0.192
C -4.182 -6.350 -4.874
C -4.840 -6.066 -6.212
O -4.866 -4.673 -6.507
H -4.704 -5.822 -4.076
H -4.189 -7.418 -4.651
H -3.146 -6.006 -4.872
H -5.879 -6.395 -6.205
H -4.320 -6.602 -7.014
H -3.957 -4.358 -6.531
C -3.460 1.155 2.887
C -3.285 2.664 2.849
O -2.443 3.067 1.781
H -2.491 0.666 2.981
H -4.092 0.852 3.726
H -3.918 0.798 1.962
H -2.810 3.017 3.765
H -4.262 3.157 2.761
H -2.853 2.765 0.962
```

Calculated values
net charge = -1
HOMO-LUMO gap = 0.242 Ha
maximum force = 0.0200 Eh/bohr
LUMO energy = 2.2117 eV
calculated total energy = -2809.9658 hartree

=====

Below is a 3-piece molecular cluster, C22H44ClF4IN5O8 overall at a distorted geometry, with properties calculated with ωB97M-V/def2-TZVPD.

Geometry as XYZ:
```
85
Properties=species:S:1:pos:R:3
C 4.933 -4.440 0.836
O 4.181 -3.797 -0.206
C 2.814 -4.084 -0.142
C 2.015 -3.114 0.774
N 0.695 -3.787 1.084
I 0.166 -3.602 3.119
C -0.443 -3.288 0.213
C -1.388 -4.503 -0.048
O -1.271 -5.182 -0.981
N -2.500 -4.804 0.863
C -3.286 -3.672 1.066
O -3.550 -2.908 0.239
F -3.756 -3.528 2.310
C 0.009 -2.675 -1.129
N 1.019 -1.606 -1.010
C 1.830 -1.694 0.206
Cl 1.022 -0.583 1.414
C 3.213 -1.016 -0.142
O 2.976 0.399 -0.119
C 3.981 1.087 -0.726
F 3.769 2.363 -0.513
F 3.934 0.910 -2.048
F 5.160 0.737 -0.238
H 4.470 -4.229 1.816
H 5.953 -4.032 0.794
H 4.997 -5.520 0.614
H 2.710 -5.132 0.229
H 2.410 -4.110 -1.173
H 2.553 -3.037 1.734
H 0.744 -4.802 0.939
H -0.990 -2.501 0.757
H -2.166 -5.199 1.743
H 0.294 -3.493 -1.815
H -0.898 -2.212 -1.565
H 1.675 -1.758 -1.776
H 3.595 -1.357 -1.116
H 3.944 -1.232 0.654
C -2.928 -2.143 -4.033
O -1.867 -1.201 -4.081
C -1.208 -1.150 -5.347
C -1.505 0.156 -6.064
N -2.892 0.212 -6.512
C -3.324 1.537 -6.960
C -3.309 2.681 -5.944
O -4.261 2.549 -4.901
C -3.854 1.740 -3.814
H -3.246 -2.236 -2.994
H -3.785 -1.808 -4.623
H -2.601 -3.126 -4.385
H -1.457 -2.014 -5.971
H -0.133 -1.190 -5.141
H -0.844 0.247 -6.931
H -1.272 0.971 -5.368
H -3.495 -0.076 -5.753
H -4.351 1.424 -7.315
H -2.722 1.826 -7.828
H -3.592 3.589 -6.483
H -2.310 2.873 -5.536
H -2.778 1.802 -3.630
H -4.152 0.700 -3.975
H -4.377 2.090 -2.922
C 0.988 6.566 4.527
O 1.753 5.579 5.197
C 1.250 5.237 6.485
C 0.677 3.829 6.486
N -0.560 3.757 5.713
C -1.015 2.397 5.437
C -0.107 1.491 4.602
O 0.032 1.889 3.247
C 1.015 2.889 3.015
H 1.547 6.882 3.647
H 0.024 6.167 4.195
H 0.825 7.440 5.164
H 0.517 5.965 6.844
H 2.103 5.260 7.169
H 0.475 3.523 7.516
H 1.447 3.164 6.076
H -0.424 4.231 4.829
H -1.967 2.490 4.907
H -1.233 1.901 6.389
H -0.584 0.506 4.570
H 0.875 1.335 5.064
H 1.861 2.806 3.701
H 0.571 3.884 3.077
H 1.383 2.764 1.995
```

Calculated values
net charge = +1
HOMO-LUMO gap = 0.158 Ha
maximum force = 0.0585 Eh/bohr
LUMO energy = -5.8651 eV
calculated total energy = -2897.3163 hartree

=====

Below is C6H15ClCrNO4P as an isolated structure at a distorted geometry, with properties calculated with ωB97M-V/def2-TZVPD.

Geometry as XYZ:
```
29
Properties=species:S:1:pos:R:3
Cr -0.604 0.342 1.513
P -2.131 -1.295 2.091
O -3.140 -2.361 2.532
O -2.011 0.063 2.783
O -2.127 -0.519 0.767
O -0.605 -1.503 2.084
Cl 0.678 1.964 2.651
C -1.365 2.235 -1.000
C 0.143 1.787 -0.944
N 0.341 0.399 -0.362
C 1.811 0.243 -0.235
C 2.230 -0.690 0.904
C -0.191 -0.485 -1.403
C 0.067 -1.947 -1.140
H -1.800 2.336 -0.006
H -1.952 1.514 -1.569
H -1.467 3.191 -1.513
H 0.640 1.883 -1.910
H 0.646 2.526 -0.320
H 2.158 -0.171 -1.182
H 2.389 1.167 -0.214
H 2.299 -0.206 1.878
H 1.564 -1.546 1.018
H 3.240 -1.065 0.736
H 0.208 -0.306 -2.402
H -1.258 -0.419 -1.616
H 1.088 -2.253 -0.911
H -0.356 -2.551 -1.942
H -0.497 -2.332 -0.291
```

Calculated values
2S+1 = 5
net charge = 0
HOMO-LUMO gap (alpha / beta) = 0.332 / 0.256 Ha
maximum force = 0.1620 Eh/bohr
LUMO energy (alpha / beta) = -1.3769 / -3.7394 eV
calculated total energy = -2439.4088 hartree

=====

Please write out number 3 again, unchanged.
Below is a 3-piece molecular cluster, C22H44ClF4IN5O8 overall at a distorted geometry, with properties calculated with ωB97M-V/def2-TZVPD.

Geometry as XYZ:
```
85
Properties=species:S:1:pos:R:3
C 4.933 -4.440 0.836
O 4.181 -3.797 -0.206
C 2.814 -4.084 -0.142
C 2.015 -3.114 0.774
N 0.695 -3.787 1.084
I 0.166 -3.602 3.119
C -0.443 -3.288 0.213
C -1.388 -4.503 -0.048
O -1.271 -5.182 -0.981
N -2.500 -4.804 0.863
C -3.286 -3.672 1.066
O -3.550 -2.908 0.239
F -3.756 -3.528 2.310
C 0.009 -2.675 -1.129
N 1.019 -1.606 -1.010
C 1.830 -1.694 0.206
Cl 1.022 -0.583 1.414
C 3.213 -1.016 -0.142
O 2.976 0.399 -0.119
C 3.981 1.087 -0.726
F 3.769 2.363 -0.513
F 3.934 0.910 -2.048
F 5.160 0.737 -0.238
H 4.470 -4.229 1.816
H 5.953 -4.032 0.794
H 4.997 -5.520 0.614
H 2.710 -5.132 0.229
H 2.410 -4.110 -1.173
H 2.553 -3.037 1.734
H 0.744 -4.802 0.939
H -0.990 -2.501 0.757
H -2.166 -5.199 1.743
H 0.294 -3.493 -1.815
H -0.898 -2.212 -1.565
H 1.675 -1.758 -1.776
H 3.595 -1.357 -1.116
H 3.944 -1.232 0.654
C -2.928 -2.143 -4.033
O -1.867 -1.201 -4.081
C -1.208 -1.150 -5.347
C -1.505 0.156 -6.064
N -2.892 0.212 -6.512
C -3.324 1.537 -6.960
C -3.309 2.681 -5.944
O -4.261 2.549 -4.901
C -3.854 1.740 -3.814
H -3.246 -2.236 -2.994
H -3.785 -1.808 -4.623
H -2.601 -3.126 -4.385
H -1.457 -2.014 -5.971
H -0.133 -1.190 -5.141
H -0.844 0.247 -6.931
H -1.272 0.971 -5.368
H -3.495 -0.076 -5.753
H -4.351 1.424 -7.315
H -2.722 1.826 -7.828
H -3.592 3.589 -6.483
H -2.310 2.873 -5.536
H -2.778 1.802 -3.630
H -4.152 0.700 -3.975
H -4.377 2.090 -2.922
C 0.988 6.566 4.527
O 1.753 5.579 5.197
C 1.250 5.237 6.485
C 0.677 3.829 6.486
N -0.560 3.757 5.713
C -1.015 2.397 5.437
C -0.107 1.491 4.602
O 0.032 1.889 3.247
C 1.015 2.889 3.015
H 1.547 6.882 3.647
H 0.024 6.167 4.195
H 0.825 7.440 5.164
H 0.517 5.965 6.844
H 2.103 5.260 7.169
H 0.475 3.523 7.516
H 1.447 3.164 6.076
H -0.424 4.231 4.829
H -1.967 2.490 4.907
H -1.233 1.901 6.389
H -0.584 0.506 4.570
H 0.875 1.335 5.064
H 1.861 2.806 3.701
H 0.571 3.884 3.077
H 1.383 2.764 1.995
```

Calculated values
net charge = +1
HOMO-LUMO gap = 0.158 Ha
maximum force = 0.0585 Eh/bohr
LUMO energy = -5.8651 eV
calculated total energy = -2897.3163 hartree

=====

- Which value of net charge does entry 3 give?
  +1

=====

- The lowest calculated total energy belongs to which entry?
  C28H31N8O4PdS4

=====

- Look up the net charge of the fourth one.
  0